Model w:
DFT (ωB97M-V/def2-TZVPD) results for a cluster of 2 separate species, C3H4ClF in total.

Calculated values
2S+1: 1
Lowest unoccupied orbital energy: 0.72 eV
Total charge: 0

CARTESIAN COORDINATES (ANGSTROEM)
C (-0.79970, 0.55336, 0.46038)
C (0.30247, -0.63818, 0.33133)
C (1.22236, -0.31194, -0.58608)
H (-1.34876, 0.61472, 1.43327)
H (0.25790, -1.43964, 1.22003)
H (2.26963, -0.79646, -0.60670)
H (0.84681, 0.56154, -1.72770)
F (-0.42542, 1.68549, -0.15898)
Cl (-2.32529, -0.22890, -0.36554)

***

Model x:
DFT (ωB97M-V/def2-TZVPD) results for the molecule C3H4ClF.

Calculated values
Structure (SMILES): C=C(Cl)CF
2S+1: 1
Lowest unoccupied orbital energy: 0.73 eV
Total charge: 0

CARTESIAN COORDINATES (ANGSTROEM)
C (-0.89341, 1.02539, -0.37012)
C (-0.38600, -0.18701, -0.07487)
Cl (-1.47596, -1.48699, -0.13166)
C (0.91784, -0.50679, 0.33672)
F (1.56599, -1.28144, -0.62616)
H (-0.20243, 1.90437, -0.08769)
H (-1.87269, 1.09846, -0.86268)
H (0.89836, -1.03080, 1.26779)
H (1.44830, 0.46481, 0.54867)

***

Model y:
DFT (ωB97M-V/def2-TZVPD) results for a structure of composition C3H4ClF.

Calculated values
2S+1: 1
Lowest unoccupied orbital energy: -1.16 eV
Total charge: 0

CARTESIAN COORDINATES (ANGSTROEM)
C (-0.22868, -0.49013, -0.89941)
C (0.26015, 0.10657, 0.19055)
C (-0.44995, 0.17134, 1.43374)
F (-1.71106, -0.20750, 1.45706)
Cl (0.59595, -1.56233, 2.61599)
H (0.32559, -0.52511, -1.81969)
H (-1.20133, -0.95400, -0.88864)
H (1.23898, 0.55757, 0.20611)
H (-0.22394, 0.91739, 2.18519)

***

It is model w that is the least stable of them.

***

Model w:
DFT (ωB97M-V/def2-TZVPD) results for a cluster of 2 separate species, C5H12O2 in total.

Calculated values
Structure (SMILES): CC/C=C(\C)O.O
2S+1: 1
Lowest unoccupied orbital energy: 0.76 eV
Total charge: 0

CARTESIAN COORDINATES (ANGSTROEM)
C (-1.53365, -1.82885, -0.52351)
C (-0.94081, -0.48073, -0.93942)
C (-0.61303, 0.37832, 0.25719)
C (0.34063, 1.31306, 0.34145)
C (1.28340, 1.72306, -0.75361)
O (0.44895, 2.02349, 1.51069)
H (-0.82696, -2.37555, 0.11069)
H (-2.46377, -1.68855, 0.04065)
H (-1.76732, -2.44258, -1.39994)
H (-0.04047, -0.65916, -1.54182)
H (-1.64944, 0.04093, -1.59841)
H (-1.23613, 0.24668, 1.14322)
H (0.97748, 2.68804, -1.17588)
H (2.30733, 1.83466, -0.37301)
H (1.30307, 0.99162, -1.56388)
H (1.29775, 2.48150, 1.52715)
O (1.29454, -1.70366, 1.52885)
H (0.81833, -1.62482, 2.36385)
H (1.00009, -0.91746, 1.04573)

***

Model x:
DFT (ωB97M-V/def2-TZVPD) results for a cluster of 2 separate species, C5H12O2 in total.

Calculated values
Structure (SMILES): CC(C)CC=O.O
2S+1: 1
Lowest unoccupied orbital energy: 0.77 eV
Total charge: 0

CARTESIAN COORDINATES (ANGSTROEM)
C (-2.02945, 0.68548, 0.01064)
C (-0.75022, 0.02171, 0.66269)
C (-1.04247, -0.22302, 2.14160)
C (0.41058, 0.99248, 0.29842)
C (0.65446, 1.04815, -1.17742)
O (1.09318, 0.12518, -1.81876)
H (-1.71885, 1.63035, -0.43404)
H (-2.29541, 0.02706, -0.80925)
H (-2.76366, 0.97636, 0.75048)
H (-0.41370, -0.89551, 0.19636)
H (-0.28473, -0.74223, 2.72026)
H (-2.00294, -0.73880, 2.15612)
H (-1.39027, 0.70810, 2.59604)
H (0.06594, 2.00740, 0.55755)
H (1.31790, 0.85283, 0.90393)
H (0.47199, 2.02183, -1.67400)
O (1.70874, -2.26618, -0.38935)
H (2.00278, -1.49611, 0.11082)
H (1.69651, -1.92673, -1.29389)

***

Model y:
DFT (ωB97M-V/def2-TZVPD) results for a cluster of 2 separate species, C5H12O2 in total.

Calculated values
Structure (SMILES): C=CCCCO.O
2S+1: 1
Lowest unoccupied orbital energy: 0.60 eV
Total charge: 0

CARTESIAN COORDINATES (ANGSTROEM)
C (2.22968, -0.59342, 0.78422)
C (1.64327, 0.53478, 1.19722)
C (0.16568, 0.72537, 1.51091)
C (-0.74319, -0.23272, 0.70491)
C (-1.23611, 0.37730, -0.64768)
O (-2.04844, 1.51551, -0.41847)
H (3.13960, -0.36430, 0.25269)
H (1.97549, -1.61592, 0.97384)
H (2.12143, 1.46731, 0.86113)
H (-0.18788, 0.77358, 2.52555)
H (0.08053, 1.71073, 0.96358)
H (-1.70328, -0.43458, 1.24359)
H (-0.47234, -1.29735, 0.43344)
H (-0.44686, 0.54621, -1.38933)
H (-1.88344, -0.35327, -1.17409)
H (-1.74841, 2.33142, -0.81985)
O (0.23299, -1.96789, -2.12688)
H (1.09586, -2.40643, -2.13746)
H (0.21275, -1.56233, -3.01085)

***

It is model y that is the least stable of them.

***

Model w:
DFT (ωB97M-V/def2-TZVPD) results for a cluster of 2 separate species, C5H12O2 in total.

Calculated values
2S+1: 1
Lowest unoccupied orbital energy: 0.79 eV
Total charge: 0

CARTESIAN COORDINATES (ANGSTROEM)
C (0.26572, 0.68526, 1.83390)
O (0.20580, 0.49651, 0.43202)
C (-0.44444, -0.71017, 0.01204)
C (-1.91215, -0.72489, 0.41942)
C (-0.26720, -0.78506, -1.49496)
C (2.65954, 1.61365, -1.63758)
O (2.70194, 0.85881, -0.57298)
H (-0.71266, 0.96167, 2.24309)
H (0.96731, 1.50291, 2.01382)
H (0.62804, -0.22011, 2.34134)
H (0.07469, -1.55751, 0.48980)
H (-2.42461, 0.15398, 0.01298)
H (-2.03972, -0.73218, 1.50662)
H (-2.39785, -1.62323, 0.02492)
H (-0.76144, 0.06656, -1.97469)
H (-0.70537, -1.70876, -1.88454)
H (0.79366, -0.76922, -1.76592)
H (1.55917, 1.82462, -1.81527)
H (1.80956, 0.66715, -0.18403)

***

Model x:
DFT (ωB97M-V/def2-TZVPD) results for a cluster of 2 separate species, C5H12O2 in total.

Calculated values
Structure (SMILES): CC[C@H]1O[C@@H]1C.O
2S+1: 1
Lowest unoccupied orbital energy: 1.00 eV
Total charge: 0

CARTESIAN COORDINATES (ANGSTROEM)
C (-1.08933, -2.07933, -0.89965)
C (-0.67252, -1.49885, 0.44266)
C (-0.78279, -0.00126, 0.37583)
O (-0.06533, 0.68934, 1.34789)
C (0.32536, 0.73237, -0.19363)
C (0.28379, 2.15265, -0.64883)
H (-2.10237, -1.75037, -1.15726)
H (-0.41927, -1.73949, -1.69904)
H (-1.07038, -3.16955, -0.88873)
H (-1.31408, -1.85052, 1.25765)
H (0.35662, -1.78897, 0.70343)
H (-1.76833, 0.40329, 0.18709)
H (1.14082, 0.14105, -0.63577)
H (-0.35166, 2.69754, 0.04861)
H (1.28771, 2.59879, -0.64391)
H (-0.10919, 2.23213, -1.66552)
O (2.36208, 0.44467, 1.22530)
H (1.46061, 0.39442, 1.61564)
H (2.52826, 1.39208, 1.22823)

***

Model y:
DFT (ωB97M-V/def2-TZVPD) results for a cluster of 3 separate species, C5H12O2 in total.

Calculated values
Structure (SMILES): C=C/C=C/C.O.O
2S+1: 1
Lowest unoccupied orbital energy: 0.71 eV
Total charge: 0

CARTESIAN COORDINATES (ANGSTROEM)
C (-1.65087, -1.52614, 1.37425)
C (-0.32733, -1.69491, 1.34110)
C (0.68627, -1.68290, 0.27742)
C (0.43823, -1.74955, -1.03646)
C (1.37346, -1.23532, -2.11004)
H (-2.22976, -1.17508, 2.21515)
H (-2.09142, -1.33906, 0.38559)
H (0.17710, -1.99234, 2.25709)
H (1.65948, -1.40618, 0.66357)
H (-0.53619, -2.05986, -1.39210)
H (2.02246, -2.00151, -2.54715)
H (1.95824, -0.43860, -1.65719)
H (0.78738, -0.78288, -2.90839)
O (-1.01579, 4.83726, 0.87602)
H (-0.18454, 4.81533, 1.37405)
H (-0.79750, 5.57676, 0.30569)
O (0.21989, 1.38515, -0.12194)
H (-0.28371, 0.56591, 0.12285)
H (-0.20541, 1.90392, 0.58049)

***

Model z:
DFT (ωB97M-V/def2-TZVPD) results for a cluster of 2 separate species, C5H12O2 in total.

Calculated values
Structure (SMILES): CCCCC=O.O
2S+1: 1
Lowest unoccupied orbital energy: 0.82 eV
Total charge: 0

CARTESIAN COORDINATES (ANGSTROEM)
C (0.28497, 0.69835, 1.10814)
C (0.34925, -0.67987, 0.21326)
C (0.98731, -0.49005, -1.21430)
C (0.30904, 0.55640, -2.08273)
C (-1.09919, 0.17558, -2.54653)
O (-2.12894, 0.70435, -2.16499)
H (1.24066, 1.36542, 0.86635)
H (-0.56315, 1.31943, 0.85232)
H (0.11979, 0.59443, 2.18953)
H (-0.81239, -0.84571, 0.11977)
H (0.92327, -1.34618, 0.81588)
H (0.96365, -1.49537, -1.67383)
H (2.05532, -0.31960, -0.97390)
H (1.03817, 0.77171, -3.02215)
H (0.25015, 1.55488, -1.59160)
H (-1.17651, -0.73546, -3.38523)
O (-0.72587, -0.91726, 4.19763)
H (-0.70980, -0.38229, 3.40584)
H (-1.30571, -0.52876, 4.88655)

***

It is model w that is the least stable of them.

***

Model w:
DFT (ωB97M-V/def2-TZVPD) results for the molecule C5H12O2.

Calculated values
Structure (SMILES): CC[C@@H](O)[C@@H](C)O
2S+1: 1
Lowest unoccupied orbital energy: 0.80 eV
Total charge: 0

CARTESIAN COORDINATES (ANGSTROEM)
C (2.30463, 0.15934, 1.31116)
C (0.84848, 0.59772, 1.17466)
C (0.29971, 0.05046, -0.14245)
O (0.43481, -1.36446, -0.19033)
C (-1.15335, 0.34080, -0.47609)
C (-1.50056, -0.25467, -1.85414)
O (-1.90038, -0.28506, 0.56858)
H (2.36025, -0.92844, 1.22195)
H (2.91954, 0.58939, 0.50880)
H (2.73287, 0.47083, 2.26712)
H (0.24286, 0.22430, 2.00916)
H (0.79104, 1.69465, 1.19384)
H (0.90351, 0.49744, -0.94239)
H (-0.33565, -1.68508, 0.30939)
H (-1.34235, 1.42598, -0.44524)
H (-1.43690, -1.34868, -1.86825)
H (-2.51550, 0.03614, -2.13249)
H (-0.82460, 0.07950, -2.65138)
H (-2.82140, -0.34710, 0.29291)

***

Model x:
DFT (ωB97M-V/def2-TZVPD) results for a cluster of 2 separate species, C5H12O2 in total.

Calculated values
Structure (SMILES): C[C@@H]1OCC[C@@H]1O.[H][H]
2S+1: 1
Lowest unoccupied orbital energy: 0.76 eV
Total charge: 0

CARTESIAN COORDINATES (ANGSTROEM)
C (2.03306, 0.14368, 0.64305)
C (0.81370, 0.18353, -0.36872)
O (-0.22668, 1.31814, -0.74554)
C (-1.54902, 0.79421, -0.56905)
C (-1.34848, -0.66716, -0.90793)
C (-0.09200, -1.01285, -0.12870)
O (-0.34867, -1.15865, 1.25956)
H (2.67640, 1.02674, 0.63461)
H (1.78627, -0.10178, 1.68152)
H (2.67650, -0.69106, 0.29159)
H (1.27715, 0.15586, -1.34345)
H (-1.91097, 0.92537, 0.46542)
H (-2.28756, 1.27586, -1.23210)
H (-2.19294, -1.31607, -0.67176)
H (-1.11528, -0.73847, -1.97577)
H (0.40928, -1.90420, -0.52217)
H (-1.01849, -1.84851, 1.35253)
H (0.35393, 1.70548, 1.40280)
H (0.06381, 1.90987, 0.73411)

***

It is model x that is the least stable of them.